71
Properties=species:S:1:pos:R:3:forces:R:3 method="wB97M-V/def2-TZVPD" smiles="CC(C)=CCC[C@H](C)CC[PH2](CCO)P(N)O.ClC(Cl)Cl.ClC(Cl)Cl.ClC(Cl)Cl.ClC(Cl)Cl.ClC(Cl)Cl" fmax_ha_per_bohr=0.0096 lumo_energy_ev=0.33 orbital_gap_ev=7.43 homo_energy_ev=-7.10
Cl -5.16892 -3.04306 3.71384 -0.056 -0.021 0.055
Cl -1.74976 -3.71793 2.08808 0.038 0.015 -0.064
Cl -1.29801 5.10391 -3.71898 0.002 -0.004 -0.003
Cl -1.74486 -4.96887 4.69209 0.059 -0.179 0.029
Cl -2.63223 6.60929 -1.62775 -0.005 0.156 -0.028
Cl -4.18516 4.95466 -3.43589 -0.013 -0.004 -0.007
Cl -2.37717 -5.32742 -1.44038 -0.055 0.010 -0.027
Cl 4.33133 -2.33597 -5.31688 0.001 0.003 0.001
Cl 0.17107 -4.08052 -2.06693 -0.033 -0.034 0.024
Cl -1.66955 -6.61571 2.28626 0.046 -0.023 -0.011
Cl -3.12423 -1.77141 5.33945 -0.065 0.130 0.026
Cl -5.12399 -0.14885 3.97880 -0.016 0.037 0.011
Cl 1.96954 -3.59581 -6.45160 -0.001 0.003 -0.006
Cl 1.74580 -1.98716 -4.04478 0.017 0.107 -0.044
Cl 0.01077 -6.96030 -1.71310 -0.004 0.000 -0.002
P -2.84273 3.42366 0.32353 -0.078 0.311 0.135
P -2.30292 1.18421 0.05349 -0.141 -0.470 0.034
O -4.24425 -1.27600 0.97214 0.045 0.054 -0.005
O -2.49895 3.58452 1.93184 -0.015 -0.018 0.041
N -4.55681 3.36786 0.37783 0.090 -0.312 -0.166
C -2.75856 5.98847 -3.26227 0.019 -0.109 0.054
C 5.02298 2.18644 2.00100 0.065 0.008 0.026
C -2.26455 -5.12880 3.02283 -0.052 0.082 0.029
C 4.86538 0.01425 0.76121 -0.010 -0.114 -0.055
C 0.40125 1.82599 -0.32465 0.128 -0.190 -0.090
C -4.14666 -1.61739 3.91295 0.152 -0.091 -0.043
C 4.07010 0.51654 -0.41929 0.050 0.125 -0.001
C -0.63270 -5.39773 -1.21051 0.020 -0.002 0.118
C 1.60457 1.04724 -0.87892 -0.032 0.202 -0.130
C 2.77332 -3.08306 -4.97147 -0.006 -0.055 0.021
C -0.92100 1.58147 -1.09431 -0.011 0.162 -0.054
C 2.86033 1.41561 -0.08164 -0.075 -0.239 -0.078
C 1.83364 1.29898 -2.37392 0.225 -0.200 -0.032
C 6.05390 0.04969 2.92294 -0.072 0.109 0.119
C 5.26441 0.70720 1.82335 0.086 0.061 -0.004
C -3.34635 -1.51045 -0.11328 0.118 -0.027 -0.173
C -2.04686 -0.73363 0.02716 -0.056 -0.036 0.116
H -4.50794 -0.34828 0.96488 -0.052 -0.094 -0.055
H 5.81303 2.61590 2.62295 -0.039 0.016 -0.083
H -0.83177 0.77885 -1.82742 0.074 -0.025 0.120
H 3.08760 2.46580 -0.29702 -0.001 -0.049 0.152
H -0.43708 -5.28075 -0.15187 0.002 0.003 0.005
H 4.74897 1.04312 -1.10242 -0.095 -0.054 -0.035
H -2.13438 1.13882 1.49674 0.044 0.106 -0.011
H 6.03273 -1.03787 2.84342 0.035 0.064 0.005
H 0.64280 2.89428 -0.34777 -0.106 -0.057 0.078
H 4.07379 2.39527 2.50565 0.077 -0.056 -0.016
H 0.28699 1.54476 0.72734 0.075 0.127 -0.020
H -4.96562 3.53077 -0.53448 -0.086 0.169 0.088
H 1.41744 -0.02650 -0.73363 -0.083 0.059 -0.004
H 2.38472 2.23012 -2.54436 -0.167 0.025 0.075
H 5.01350 2.71278 1.04507 -0.015 -0.004 0.066
H 5.64985 0.34022 3.89944 0.026 -0.109 -0.054
H 0.90793 1.33577 -2.95062 0.007 0.017 0.039
H 2.43808 0.49441 -2.80202 0.000 0.135 0.008
H -3.51997 -1.55431 3.03271 -0.047 0.017 0.023
H -4.96346 2.51710 0.76667 -0.064 0.018 -0.051
H -3.61545 1.00395 -0.53889 0.044 0.059 -0.090
H -3.15427 -2.58588 -0.11108 -0.076 0.079 -0.003
H -3.34622 -5.15208 3.00783 -0.005 0.008 -0.020
H 3.70804 -0.35604 -0.97352 0.062 0.059 0.029
H -3.05350 3.03566 2.50597 0.128 -0.003 -0.001
H -1.36701 -1.04902 -0.77210 -0.043 0.042 0.028
H -1.21368 2.49005 -1.62695 0.047 -0.117 -0.044
H 5.16662 -1.03044 0.71168 -0.104 0.024 0.045
H 2.64049 1.33694 0.98723 -0.009 0.019 -0.072
H 2.94842 -3.96103 -4.36366 0.000 -0.010 0.005
H -3.83395 -1.28164 -1.07199 -0.003 0.072 0.096
H -1.58477 -1.00572 0.98514 0.063 0.027 -0.085
H -2.87043 6.81955 -3.94490 -0.003 0.005 -0.011
H 7.09635 0.38555 2.90979 -0.053 -0.019 -0.021



17
Properties=species:S:1:pos:R:3:forces:R:3 method="wB97M-V/def2-TZVPD" smiles="N/N=C(/CS)N1CC1" fmax_ha_per_bohr=0.1393 e_above_lowest_kj_mol=616.4 lumo_energy_ev=0.55 orbital_gap_ev=9.51 homo_energy_ev=-8.96
S 1.52338 1.07333 -2.38585 2.932 -1.672 2.066
N 0.34045 0.35350 0.41193 -3.655 1.670 -2.987
N -1.68841 -1.33180 0.22165 -2.960 -2.010 -1.200
N -1.56061 -0.50524 -0.88218 -0.763 1.139 -0.589
C -0.04140 1.39663 -1.63676 -2.160 1.226 3.161
C 1.12715 -0.53822 1.02131 0.422 -7.015 1.383
C 0.01716 0.04572 1.77983 0.162 4.067 2.858
C -0.61056 0.25898 -0.71362 5.090 3.115 -0.786
H -0.80949 -1.89271 0.18133 -1.816 -0.589 0.410
H -2.66762 -1.73774 -0.07431 3.108 -0.570 1.560
H 2.13012 -0.37327 1.24947 1.651 0.932 0.186
H -0.95821 -0.40209 2.14525 1.817 0.382 -0.775
H -0.66746 1.59521 -2.52534 0.022 0.143 0.580
H -0.06206 2.33775 -0.75387 0.210 -2.316 -3.135
H 0.39960 1.07031 2.28557 -1.365 -2.696 -0.082
H 2.47521 0.38289 -1.21874 -2.520 1.762 -2.492
H 1.05276 -1.73325 0.89432 -0.175 2.431 -0.158



70
Properties=species:S:1:pos:R:3:forces:R:3 method="wB97M-V/def2-TZVPD" fmax_ha_per_bohr=0.0433 e_above_lowest_kj_mol=490.5 lumo_energy_ev=0.28 orbital_gap_ev=7.83 homo_energy_ev=-7.55
S -1.08827 1.91724 0.51364 -0.024 -1.221 -0.267
O -1.53099 1.94888 -0.92862 0.390 0.468 0.676
N -1.19552 0.76410 -5.30675 -0.084 0.154 -0.080
N 3.98427 2.15863 4.31051 0.165 -0.415 0.399
N -6.19740 -0.67141 1.46034 0.670 0.777 1.224
N -3.25465 2.32830 -2.99748 -0.099 0.103 0.707
N 3.53956 -3.94513 0.80096 0.315 -0.511 0.395
N 1.61553 -1.92664 2.96625 -1.313 -0.969 0.511
C -4.20545 1.50090 -3.49388 -0.034 -0.266 -0.606
C 2.74410 -2.08814 -0.07576 0.647 -0.372 0.797
C 0.86208 0.04808 -5.64212 0.429 0.394 0.104
C 0.64403 0.14952 -4.24543 -0.569 -0.548 -0.179
C -5.48638 -0.99873 0.33719 -0.544 -0.176 -0.076
C 2.45432 -1.96975 4.03306 1.114 0.015 0.373
C 1.21721 -3.82361 4.06301 0.210 -0.754 0.530
C -4.52463 1.92442 -4.78502 -0.108 -1.198 1.167
C -2.96043 3.31528 -3.89237 -0.768 -0.759 -0.362
C 2.42668 -4.32459 0.10240 -0.076 0.608 0.469
C 3.75743 -2.59985 0.73836 -1.144 -0.104 -0.773
C -4.33744 -0.25673 0.33422 -0.009 0.679 -0.489
C -0.66976 0.53263 -4.07504 0.613 0.070 0.240
C 1.90457 -3.18133 -0.42967 -0.550 0.723 0.070
C -4.37359 0.58000 1.46939 0.018 0.386 0.938
C 0.81297 -3.05508 3.01591 0.523 -0.030 -0.882
C 5.79345 2.01468 3.06621 0.180 -1.082 -0.037
C 2.29363 -3.16652 4.69597 -0.157 0.993 -0.131
C 4.71360 1.41843 2.34457 -0.547 0.514 0.740
C -3.75384 3.05268 -5.00362 0.753 2.059 -0.398
C 3.59263 1.57219 3.13851 0.039 -0.238 0.110
C 5.33499 2.32326 4.32638 0.138 0.958 -0.785
C 0.51181 2.75130 0.61394 -0.236 0.222 -0.678
C -0.25707 0.53414 -6.27974 -0.158 -0.988 0.297
C -5.48992 0.27040 2.19520 -0.439 -0.327 -0.959
C -0.49321 0.19838 0.64217 -0.144 0.769 0.346
H -2.22865 4.07732 -3.69867 -0.018 0.038 0.053
H 0.23552 -3.34901 2.15420 -0.317 0.259 0.150
H 1.99526 -5.30541 0.18831 0.218 -0.132 -0.122
H 1.16444 2.47346 1.43873 -0.351 -0.143 0.231
H 4.49261 -2.15349 1.38456 0.207 0.160 -0.303
H -3.86856 3.74812 -5.82557 0.282 -0.273 -0.148
H 0.89656 -3.04205 -0.79196 0.203 -0.292 -0.606
H 4.76622 0.86786 1.42169 -0.024 0.258 -0.207
H 3.14367 -1.18655 4.30832 -0.028 0.138 -0.402
H -1.23430 0.67111 -3.17072 -0.072 0.120 -0.050
H 5.81517 2.73723 5.19709 0.108 0.106 -0.136
H 1.56528 -1.31978 2.17143 0.458 0.315 0.119
H 6.79502 2.07248 2.67147 0.098 0.017 0.330
H -4.53691 0.66990 -2.89110 -0.105 -0.027 -0.164
H 2.57563 -1.05309 -0.32516 0.103 0.040 -0.028
H 1.03305 2.55969 -0.32572 -0.060 0.034 -0.033
H 4.05917 -4.56972 1.39143 0.078 0.019 -0.028
H 0.29425 0.12395 -0.10476 0.083 -0.259 0.082
H -0.17291 0.01618 1.66848 0.182 -0.078 -0.070
H -1.33292 -0.45100 0.40971 -0.039 0.052 -0.060
H -2.86614 2.20512 -2.05545 0.084 0.307 -0.591
H -5.94189 -1.61292 -0.42120 0.237 -0.236 0.057
H -3.72450 1.40122 1.73176 0.268 -0.220 -0.089
H -3.62082 -0.11777 -0.46105 -0.079 -0.394 -0.120
H 1.76190 -0.39591 -6.03937 -0.055 0.368 -0.425
H 0.85202 -4.79077 4.37138 -0.210 0.024 -0.271
H 1.35970 -0.14978 -3.49733 -0.130 0.059 0.162
H -5.16807 1.42159 -5.48638 -0.226 0.116 0.091
H -2.15717 1.01889 -5.46831 0.034 0.228 0.036
H -5.90409 0.68968 3.09523 0.063 -0.041 0.060
H 2.89413 -3.46879 5.53763 -0.216 -0.066 0.120
H 3.41092 2.40852 5.09456 -0.259 -0.200 -0.092
H 2.57362 1.22375 3.07586 0.033 0.018 -0.331
H -0.53179 0.56280 -7.31985 0.080 0.102 -0.027
H 0.22896 3.80170 0.67388 0.329 0.074 0.015
H -7.00866 -1.08051 1.88423 -0.159 -0.429 -0.594